Entry 1:
{"formula": "C29H44CrN8O5S3Si2", "method": "ωB97M-V with the def2-TZVPD basis set", "elements": ["Cr", "C", "Si", "C", "C", "C", "C", "C", "C", "C", "C", "N", "Si", "C", "C", "C", "H", "H", "H", "H", "H", "H", "H", "H", "H", "H", "H", "H", "H", "H", "H", "H", "H", "H", "H", "H", "H", "H", "N", "C", "C", "C", "C", "C", "C", "S", "O", "O", "N", "C", "N", "C", "C", "C", "N", "H", "H", "H", "H", "H", "H", "H", "H", "H", "O", "S", "O", "O", "S", "C", "C", "N", "C", "N", "C", "C", "C", "N", "C", "H", "H", "H", "H", "H", "H", "H", "H", "H", "H", "H", "H", "H"], "positions_angstrom": [[-0.223, 0.051, -0.122], [0.779, 2.862, 2.296], [-0.517, 1.528, 2.822], [-0.382, 1.684, 4.738], [-2.274, 2.070, 2.370], [0.005, -0.190, 2.169], [1.423, -0.088, 1.862], [2.551, -0.359, 2.635], [3.805, -0.048, 2.134], [3.906, 0.554, 0.881], [2.754, 0.749, 0.144], [1.554, 0.393, 0.602], [-0.478, -1.686, 3.239], [-2.330, -2.114, 3.188], [-0.126, -1.621, 5.148], [0.595, -3.212, 2.758], [0.401, 3.864, 2.480], [1.024, 2.782, 1.243], [1.707, 2.756, 2.853], [-0.377, 2.731, 5.021], [0.524, 1.236, 5.128], [-1.223, 1.219, 5.234], [-2.586, 2.920, 2.972], [-3.003, 1.278, 2.510], [-2.348, 2.346, 1.324], [2.430, -0.774, 3.624], [4.696, -0.245, 2.715], [4.865, 0.853, 0.484], [2.780, 1.184, -0.849], [-2.873, -1.477, 3.879], [-2.504, -3.143, 3.498], [-2.794, -1.982, 2.215], [-0.840, -0.988, 5.662], [0.866, -1.263, 5.404], [-0.228, -2.620, 5.564], [0.654, -3.324, 1.686], [0.178, -4.130, 3.164], [1.609, -3.123, 3.136], [0.104, 2.864, -8.337], [0.086, 2.100, -7.179], [-1.121, 1.645, -6.643], [-1.133, 0.839, -5.521], [0.062, 0.491, -4.925], [1.266, 0.911, -5.455], [1.284, 1.713, -6.577], [0.155, -0.507, -3.445], [1.361, -1.293, -3.606], [-1.048, -1.271, -3.258], [0.370, 0.468, -2.158], [-0.125, 1.687, -2.111], [-0.360, 2.418, -3.204], [-0.839, 3.635, -3.032], [-1.066, 4.182, -1.778], [-0.794, 3.361, -0.692], [-0.332, 2.130, -0.834], [-0.741, 3.377, -8.536], [0.948, 3.394, -8.489], [-2.049, 1.929, -7.117], [-2.053, 0.483, -5.088], [2.174, 0.586, -4.975], [2.223, 2.046, -6.996], [-1.033, 4.181, -3.947], [-1.443, 5.183, -1.653], [-0.951, 3.707, 0.321], [-5.321, -0.263, -0.920], [-4.383, -0.356, 0.178], [-4.598, 0.607, 1.244], [-4.180, -1.720, 0.671], [-2.495, 0.140, -0.723], [-2.016, -5.105, 0.486], [-2.687, -3.972, -0.273], [-1.765, -2.869, -0.297], [-0.450, -3.008, -0.451], [0.323, -1.944, -0.405], [1.736, -2.148, -0.668], [2.005, -3.339, -1.578], [1.386, -4.574, -0.962], [0.027, -4.287, -0.582], [-0.761, -5.465, -0.291], [-2.670, -5.971, 0.576], [-1.742, -4.752, 1.480], [-3.590, -3.610, 0.220], [-2.941, -4.295, -1.292], [-2.152, -1.923, -0.318], [2.271, -2.275, 0.286], [2.115, -1.260, -1.173], [3.080, -3.470, -1.716], [1.552, -3.119, -2.544], [1.959, -4.907, -0.081], [1.380, -5.401, -1.687], [-0.132, -6.152, 0.293], [-1.026, -5.972, -1.231]], "spin_multiplicity": 2, "charge": -1, "homo_lumo_gap_ha": [0.2487, 0.2663]}

---

Entry 2:
{"formula": "C29H44F3N5O9", "method": "ωB97M-V with the def2-TZVPD basis set", "elements": ["C", "C", "C", "C", "N", "H", "H", "H", "H", "H", "H", "H", "C", "C", "C", "C", "N", "H", "H", "H", "H", "H", "H", "H", "C", "C", "C", "C", "N", "H", "H", "H", "H", "H", "H", "H", "C", "C", "C", "C", "N", "H", "H", "H", "H", "H", "H", "H", "C", "C", "C", "C", "N", "H", "H", "H", "H", "H", "H", "H", "C", "C", "O", "C", "O", "O", "F", "H", "H", "H", "C", "C", "O", "C", "O", "O", "F", "H", "H", "H", "C", "C", "O", "C", "O", "O", "F", "H", "H", "H"], "positions_angstrom": [[-12.310, -17.596, -16.566], [-11.740, -16.433, -17.390], [-12.532, -15.130, -17.282], [-13.914, -15.332, -17.735], [-14.993, -15.472, -18.098], [-13.355, -17.704, -16.871], [-12.226, -17.306, -15.519], [-11.797, -18.515, -16.835], [-11.610, -16.777, -18.418], [-10.719, -16.228, -17.057], [-12.042, -14.316, -17.812], [-12.592, -14.836, -16.230], [-16.931, -20.447, -14.226], [-16.410, -19.773, -15.515], [-16.287, -18.258, -15.361], [-15.393, -17.855, -14.277], [-14.693, -17.539, -13.426], [-16.362, -20.113, -13.359], [-16.651, -21.499, -14.334], [-18.008, -20.358, -14.124], [-17.116, -19.934, -16.330], [-15.426, -20.163, -15.775], [-17.211, -17.750, -15.057], [-15.971, -17.837, -16.318], [-13.921, -18.583, -19.999], [-14.709, -19.355, -18.939], [-15.146, -20.743, -19.419], [-16.039, -20.612, -20.588], [-16.752, -20.468, -21.477], [-12.892, -18.919, -20.121], [-13.857, -17.543, -19.674], [-14.440, -18.557, -20.957], [-15.592, -18.810, -18.598], [-14.091, -19.434, -18.042], [-15.732, -21.257, -18.654], [-14.320, -21.337, -19.816], [-21.079, -20.141, -24.743], [-19.676, -20.668, -24.605], [-19.313, -21.030, -23.144], [-20.371, -21.793, -22.497], [-21.183, -22.413, -21.981], [-21.437, -19.447, -23.980], [-21.829, -20.938, -24.767], [-21.239, -19.633, -25.698], [-18.989, -19.923, -25.011], [-19.501, -21.563, -25.207], [-19.272, -20.065, -22.636], [-18.400, -21.601, -23.017], [-16.082, -17.548, -23.434], [-15.838, -16.236, -24.178], [-15.533, -15.080, -23.210], [-14.378, -15.397, -22.370], [-13.517, -15.698, -21.675], [-16.835, -17.439, -22.655], [-15.139, -17.904, -23.017], [-16.401, -18.333, -24.122], [-16.692, -16.032, -24.825], [-14.977, -16.391, -24.833], [-16.349, -14.965, -22.490], [-15.384, -14.140, -23.736], [-10.586, -17.892, -22.036], [-9.147, -18.128, -22.444], [-8.564, -18.613, -21.272], [-9.317, -18.233, -20.217], [-9.013, -18.311, -19.083], [-10.505, -17.725, -20.629], [-8.551, -16.907, -22.730], [-11.224, -18.740, -22.292], [-10.952, -16.983, -22.507], [-9.017, -18.755, -23.322], [-20.609, -23.566, -17.758], [-20.517, -22.301, -18.584], [-19.096, -22.195, -18.716], [-18.526, -22.782, -17.665], [-17.379, -22.673, -17.366], [-19.422, -23.555, -16.994], [-20.931, -21.188, -17.902], [-20.698, -24.446, -18.397], [-21.520, -23.485, -17.161], [-21.047, -22.370, -19.531], [-13.396, -22.967, -15.919], [-13.221, -23.769, -17.191], [-12.316, -22.988, -17.925], [-12.201, -21.743, -17.394], [-11.660, -20.823, -17.901], [-12.946, -21.663, -16.256], [-14.383, -23.844, -17.914], [-12.837, -23.390, -15.082], [-14.448, -22.889, -15.640], [-12.848, -24.761, -16.940]], "spin_multiplicity": 1, "smiles": "O=C1OC[C@@H](F)O1.O=C1OC[C@@H](F)O1.O=C1OC[C@@H](F)O1.CCCC#N.CCCC#N.CCCC#N.CCCC#N.CCCC#N", "homo_lumo_gap_ha": 0.4240}

---

Entry 3:
{"formula": "C29H44I2N4O7S", "method": "ωB97M-V with the def2-TZVPD basis set", "elements": ["C", "C", "I", "C", "I", "C", "O", "N", "O", "O", "C", "O", "O", "C", "S", "C", "C", "C", "C", "C", "N", "H", "H", "H", "H", "H", "H", "H", "H", "C", "C", "C", "C", "C", "C", "N", "O", "C", "C", "C", "H", "H", "H", "H", "H", "H", "H", "H", "H", "H", "H", "H", "H", "H", "H", "H", "H", "H", "C", "C", "C", "C", "C", "C", "N", "O", "C", "C", "C", "H", "H", "H", "H", "H", "H", "H", "H", "H", "H", "H", "H", "H", "H", "H", "H", "H", "H"], "positions_angstrom": [[0.600, 2.260, -4.243], [-0.316, 3.078, -3.388], [0.180, 5.116, -3.483], [-1.320, 2.623, -2.646], [-1.671, 0.542, -2.613], [-2.257, 3.413, -1.753], [-1.625, 4.370, -0.926], [-0.377, 3.849, -0.367], [-0.215, 4.276, 0.687], [-2.947, 2.545, -0.842], [-3.824, 3.405, -0.192], [-4.169, 3.292, 0.943], [-4.176, 4.381, -1.050], [-3.532, 4.098, -2.326], [-3.322, 5.610, -3.256], [-4.464, 3.144, -3.076], [-4.040, 2.535, -4.251], [-4.893, 1.698, -4.932], [-6.150, 1.486, -4.400], [-6.478, 2.131, -3.217], [-5.668, 2.954, -2.564], [0.301, 2.316, -5.290], [0.668, 1.233, -3.902], [1.601, 2.688, -4.194], [-4.587, 5.668, -3.687], [-3.055, 2.748, -4.640], [-4.585, 1.226, -5.854], [-6.860, 0.825, -4.875], [-7.453, 1.966, -2.779], [3.558, 3.079, 0.775], [3.688, 2.148, -0.443], [2.311, 1.650, -0.876], [1.717, 0.612, 0.075], [2.688, -0.553, 0.269], [4.072, -0.103, 0.737], [4.589, 0.988, -0.151], [5.060, 0.497, -1.244], [4.010, 0.343, 2.210], [5.044, -1.276, 0.698], [4.301, 2.998, -1.549], [2.970, 2.667, 1.589], [4.542, 3.346, 1.161], [3.054, 3.997, 0.472], [2.388, 1.204, -1.875], [1.641, 2.506, -0.970], [1.463, 1.068, 1.036], [0.780, 0.237, -0.340], [2.283, -1.267, 0.990], [2.786, -1.092, -0.679], [4.914, 0.883, 2.493], [3.935, -0.538, 2.848], [3.148, 0.960, 2.449], [5.100, -1.731, -0.288], [4.706, -2.039, 1.399], [6.048, -0.962, 0.989], [5.306, 3.326, -1.282], [3.679, 3.882, -1.699], [4.357, 2.463, -2.495], [-1.090, -5.772, 3.708], [-0.021, -5.088, 2.840], [0.799, -4.107, 3.681], [0.030, -2.836, 4.046], [-0.519, -2.164, 2.788], [-1.371, -3.102, 1.931], [-0.636, -4.381, 1.673], [0.231, -4.223, 0.733], [-2.727, -3.352, 2.617], [-1.693, -2.437, 0.600], [0.878, -6.209, 2.332], [-1.701, -5.085, 4.286], [-1.751, -6.383, 3.092], [-0.602, -6.427, 4.429], [1.699, -3.825, 3.124], [1.139, -4.618, 4.584], [-0.777, -3.066, 4.746], [0.695, -2.144, 4.567], [-1.118, -1.290, 3.055], [0.321, -1.797, 2.189], [-3.251, -4.188, 2.152], [-3.352, -2.466, 2.508], [-2.655, -3.537, 3.685], [-0.792, -2.131, 0.070], [-2.286, -1.541, 0.782], [-2.267, -3.100, -0.049], [0.324, -6.894, 1.689], [1.257, -6.771, 3.186], [1.731, -5.831, 1.774]], "spin_multiplicity": 3, "homo_lumo_gap_ha": [0.2834, 0.3183]}

---

Entry 4:
{"formula": "C29H44IrN3O7PS8Te", "method": "ωB97M-V with the def2-TZVPD basis set", "elements": ["Ir", "C", "C", "C", "C", "C", "C", "C", "S", "O", "O", "N", "C", "C", "O", "O", "H", "H", "H", "H", "H", "H", "H", "H", "H", "C", "S", "C", "C", "S", "S", "C", "S", "S", "H", "H", "H", "Te", "C", "C", "C", "C", "S", "H", "H", "H", "C", "H", "H", "C", "C", "O", "P", "O", "C", "C", "O", "C", "C", "H", "H", "H", "H", "H", "H", "H", "H", "H", "H", "H", "H", "H", "H", "H", "C", "C", "N", "C", "S", "N", "C", "C", "H", "H", "H", "H", "H", "H", "H", "H", "H", "H", "H", "H"], "positions_angstrom": [[0.085, 0.360, 0.111], [-1.830, -3.126, -6.174], [-2.104, -2.653, -4.772], [-1.242, -1.763, -4.145], [-1.480, -1.317, -2.853], [-2.611, -1.747, -2.178], [-3.487, -2.636, -2.789], [-3.230, -3.084, -4.075], [-2.898, -1.338, -0.459], [-2.183, -2.350, 0.304], [-4.352, -1.368, -0.342], [-2.297, 0.065, -0.085], [-2.848, 1.216, -0.801], [-1.923, 1.779, -1.881], [-2.411, 2.512, -2.740], [-0.687, 1.457, -1.794], [-0.793, -3.450, -6.284], [-1.999, -2.328, -6.901], [-2.476, -3.963, -6.442], [-0.353, -1.416, -4.661], [-0.792, -0.629, -2.381], [-4.369, -2.961, -2.254], [-3.916, -3.782, -4.545], [-2.991, 2.031, -0.086], [-3.826, 1.013, -1.243], [-2.423, 3.017, 3.012], [-1.125, 3.857, 3.940], [-0.653, 5.086, 2.794], [-0.031, 4.851, 1.598], [0.414, 3.392, 0.827], [0.351, 6.348, 0.740], [-0.247, 7.505, 1.863], [-0.143, 9.161, 1.661], [-0.960, 6.752, 3.220], [-2.807, 2.216, 3.644], [-1.984, 2.576, 2.119], [-3.224, 3.708, 2.754], [0.562, -3.107, -0.563], [2.564, -3.691, -0.860], [3.662, -3.455, -0.076], [4.861, -4.023, -0.591], [4.670, -4.692, -1.761], [3.024, -4.606, -2.241], [3.613, -2.885, 0.841], [5.825, -3.933, -0.107], [5.403, -5.214, -2.354], [1.066, -1.379, 0.637], [2.149, -1.367, 0.530], [0.834, -1.678, 1.656], [1.514, 2.736, -3.766], [1.586, 3.114, -2.305], [2.328, 2.112, -1.586], [1.984, 0.820, -0.730], [3.317, 0.803, 0.190], [3.610, 1.842, 1.124], [5.113, 2.010, 1.183], [2.409, -0.367, -1.730], [3.671, -0.433, -2.389], [3.431, -0.890, -3.811], [1.038, 3.543, -4.328], [0.895, 1.846, -3.880], [2.509, 2.554, -4.181], [0.596, 3.213, -1.879], [2.145, 4.037, -2.142], [3.204, 1.552, 2.098], [3.112, 2.766, 0.829], [5.596, 1.099, 1.539], [5.373, 2.829, 1.858], [5.503, 2.242, 0.190], [4.291, -1.152, -1.844], [4.162, 0.542, -2.361], [2.869, -1.825, -3.810], [4.382, -1.055, -4.325], [2.858, -0.141, -4.360], [-0.147, -0.916, 6.239], [-0.464, -1.877, 5.103], [-1.686, -1.531, 4.400], [-1.745, -0.631, 3.389], [-0.398, 0.271, 2.927], [-2.936, -0.469, 2.793], [-4.076, -1.347, 2.997], [-4.898, -0.972, 4.225], [0.765, -1.224, 6.756], [-0.964, -0.888, 6.964], [0.003, 0.088, 5.843], [-0.593, -2.893, 5.485], [0.356, -1.892, 4.384], [-2.471, -2.149, 4.511], [-2.843, -0.056, 1.859], [-3.753, -2.395, 3.026], [-4.685, -1.268, 2.099], [-4.330, -1.052, 5.154], [-5.775, -1.619, 4.306], [-5.241, 0.061, 4.142]], "spin_multiplicity": 2, "charge": -2, "homo_lumo_gap_ha": [0.2105, 0.2100]}